Density functional theory data (ωB97M-V with the def2-TZVPD basis set) for a cluster of 13 separate species, C48H132N10O17 in total at a distorted geometry.

Structure (XYZ):
```
207
Properties=species:S:1:pos:R:3:forces:R:3:lowdin_charge:R:1
C 3.2829 9.7708 -2.4038 0.194 -1.554 -0.271 -0.117
O 4.0207 9.0429 -1.4468 -0.813 -0.419 0.696 -0.189
C 3.3765 7.7797 -1.1655 1.116 -0.033 -1.716 -0.201
C 2.0292 7.7513 -0.5106 1.105 2.834 0.918 -0.296
N 1.6113 6.4543 -0.2700 -0.890 -2.724 -0.161 -0.056
C 0.1542 6.4324 -0.0097 1.160 -1.430 0.601 -0.186
C -0.2230 6.6212 1.4484 0.017 -0.311 0.222 -0.207
O -0.1749 8.0003 1.8569 -0.262 -1.400 -1.974 -0.185
C -0.0717 8.1173 3.2112 -1.710 2.266 1.133 -0.164
H 3.3696 9.2399 -3.3835 -0.451 0.412 0.437 0.102
H 3.6910 10.7351 -2.4945 0.727 1.222 -0.109 0.068
H 2.2693 9.8717 -2.0573 -0.658 0.061 -0.305 0.072
H 4.1179 7.2682 -0.5368 -0.339 -0.297 -0.430 0.130
H 3.1953 7.3091 -2.1793 0.699 -0.202 0.841 0.133
H 1.2870 8.2480 -1.1244 -0.166 0.748 -0.265 0.105
H 2.1528 8.2962 0.4398 -0.453 0.130 -0.182 0.137
H 1.8737 5.8538 -1.0792 -0.689 0.248 0.810 0.088
H -0.2467 5.4443 -0.2989 0.208 0.381 -0.039 0.115
H -0.3240 7.1974 -0.5724 -0.730 0.707 -0.755 0.100
H 0.4463 5.9863 2.0865 -0.384 0.569 -0.384 0.132
H -1.2546 6.2224 1.5448 0.250 0.328 0.288 0.119
H -0.9530 7.7621 3.7882 0.233 -0.234 -0.386 0.094
H -0.0506 9.2175 3.4072 0.340 -0.806 0.106 0.104
H 0.7932 7.6369 3.5485 1.509 -0.685 0.925 0.064
C -3.0464 -0.5153 3.6206 0.030 0.203 0.121 -0.109
O -2.9713 -1.5828 4.5085 -0.164 -0.598 0.164 -0.181
C -2.9451 -2.8659 3.9101 -0.134 -0.896 0.344 -0.208
C -2.8292 -3.8194 5.0643 -0.589 -1.010 0.777 -0.214
N -1.5594 -3.6383 5.7744 -0.085 0.325 0.029 -0.077
C -1.5586 -4.2803 7.0881 -0.694 -1.478 -1.152 -0.185
C -1.5652 -5.8346 6.9547 -0.890 0.209 -0.939 -0.154
O -2.9885 -6.2225 6.8808 1.533 1.655 0.771 -0.233
C -3.2867 -7.5381 6.5867 2.154 -0.760 -1.084 -0.137
H -3.9865 -0.4014 3.0855 -0.287 -0.338 -0.113 0.088
H -2.2342 -0.5880 2.9418 0.762 0.033 -1.159 0.073
H -2.8814 0.3740 4.1915 -0.036 0.649 0.448 0.069
H -2.0699 -3.0916 3.2744 -0.218 0.784 -0.220 0.132
H -3.8858 -3.0921 3.3773 0.308 0.245 -0.111 0.124
H -2.9104 -4.8863 4.8154 0.315 0.326 -0.736 0.120
H -3.7360 -3.7547 5.7033 0.458 0.632 0.208 0.129
H -1.4038 -2.6438 5.9569 -0.213 -0.246 -0.373 0.113
H -2.4895 -4.0094 7.6002 0.395 0.062 0.626 0.122
H -0.6394 -3.9763 7.5352 0.396 0.281 0.919 0.106
H -0.9641 -6.3211 7.7649 -0.877 0.133 -0.438 0.127
H -1.1141 -6.0881 5.9547 -0.181 0.007 0.888 0.113
H -4.2838 -7.5724 6.2088 -0.681 -0.107 -0.334 0.075
H -3.2000 -8.1566 7.4661 0.000 -0.495 0.393 0.075
H -2.5419 -7.9272 5.8037 -1.118 0.228 0.796 0.111
C 0.0324 1.3935 -7.0961 -0.082 0.831 -1.869 -0.155
O 0.4500 1.0541 -5.8500 0.040 0.116 1.873 -0.189
C 0.2212 2.0884 -4.8973 -0.186 -0.942 1.878 -0.195
C -1.2264 2.6320 -4.7043 0.935 -0.553 -1.284 -0.197
N -2.1890 1.5679 -4.4681 0.430 0.578 0.685 -0.043
C -3.5674 1.9635 -4.6573 0.003 -0.597 0.151 -0.220
C -4.1864 1.6116 -5.9708 -0.835 -1.484 -1.590 -0.186
O -4.0704 0.1976 -6.2712 0.488 0.941 0.059 -0.195
C -4.9115 -0.5902 -5.5294 -1.217 -0.661 1.132 -0.156
H -1.0334 1.2537 -7.2512 -0.405 -0.004 0.000 0.082
H 0.5661 0.7963 -7.8178 0.113 -0.449 -0.280 0.087
H 0.2908 2.4318 -7.3405 -0.124 0.114 0.013 0.098
H 0.9007 2.9317 -4.9965 0.080 0.203 -0.550 0.113
H 0.5439 1.6112 -3.9317 -0.438 0.417 -0.686 0.113
H -1.5189 3.2781 -5.5796 0.237 -0.387 0.677 0.128
H -1.0980 3.2384 -3.8211 -0.259 0.605 0.290 0.105
H -1.8533 0.7021 -4.8480 -0.540 -0.347 -0.429 0.087
H -3.5911 3.0270 -4.5436 -0.165 0.820 0.106 0.112
H -4.2630 1.5749 -3.8915 0.518 -0.079 0.078 0.102
H -3.7547 1.9774 -6.9006 0.336 0.925 0.406 0.122
H -5.2730 1.8549 -5.9773 0.510 0.124 0.087 0.129
H -4.7948 -1.5995 -5.8439 0.368 -0.919 -0.353 0.056
H -5.9897 -0.3869 -5.7276 0.454 0.359 0.361 0.101
H -4.6959 -0.6139 -4.4323 -0.231 0.355 -0.574 0.097
C 0.6531 -6.1909 -0.5304 2.406 0.212 -1.916 -0.123
O -0.2868 -5.9760 -1.5374 -1.090 -0.145 -0.715 -0.230
C -1.1136 -7.1090 -1.8339 -1.045 1.421 0.156 -0.201
C -1.9409 -7.6126 -0.6520 -1.633 0.522 -0.526 -0.184
N -3.1018 -6.7233 -0.3654 1.460 0.231 -1.384 -0.044
C -2.9358 -5.3519 0.1116 0.043 -0.619 -0.441 -0.202
C -4.2887 -4.8805 0.5342 -1.081 0.342 1.197 -0.212
O -4.6783 -5.5944 1.7439 0.544 1.019 -0.060 -0.212
C -6.0081 -5.3276 2.1620 -0.061 -1.068 -0.586 -0.115
H 0.3952 -5.6433 0.3437 -0.033 0.354 0.947 0.069
H 1.6681 -5.8348 -0.9784 -1.486 -0.372 1.109 0.116
H 0.7813 -7.2511 -0.3512 0.017 -0.277 0.416 0.078
H -0.5109 -7.8982 -2.2495 0.363 -0.495 -0.210 0.108
H -1.8516 -6.7347 -2.6020 0.831 -0.516 0.650 0.139
H -1.3784 -7.8794 0.2220 0.770 0.266 0.649 0.098
H -2.3389 -8.5772 -0.9788 -0.283 0.077 -0.080 0.117
H -3.8698 -7.1401 0.0923 -0.429 -0.819 0.638 0.082
H -2.5894 -4.6578 -0.6590 0.128 -0.229 -0.187 0.101
H -2.2181 -5.2863 0.9256 0.082 0.167 0.430 0.121
H -5.0646 -5.0784 -0.2194 0.277 -0.122 -0.202 0.126
H -4.3036 -3.7784 0.6868 0.138 -0.492 0.291 0.105
H -6.6312 -5.9973 1.5582 -0.534 0.557 -0.249 0.086
H -6.3052 -4.2764 2.0823 0.088 -0.096 -0.076 0.083
H -6.1911 -5.6960 3.1732 0.568 0.290 0.154 0.083
O 1.7657 4.0387 -2.3978 0.893 -1.594 0.016 -0.117
H 2.6534 3.8939 -2.7803 -0.443 0.640 0.044 0.042
H 1.6484 3.0936 -2.0503 -0.442 0.891 -0.068 0.006
O -1.8576 -1.7518 -0.2365 -0.368 0.350 0.725 -0.084
H -2.7492 -1.6333 0.1303 0.247 0.061 -0.205 0.020
H -1.9766 -1.9468 -1.1787 0.178 -0.577 -0.347 -0.007
O 0.4026 -4.9448 3.8350 0.659 -0.561 -0.842 -0.083
H -0.0720 -4.6017 4.5983 -0.198 0.057 0.584 -0.025
H 0.9732 -5.7015 4.0603 -0.594 0.679 0.238 0.040
C 0.5604 -1.9381 -3.3254 0.532 -0.121 1.381 -0.056
C -0.8739 -2.0153 -3.7289 -0.409 -1.197 -0.337 -0.451
C -0.9252 -2.4550 -5.1605 1.173 0.441 -0.683 -0.233
O -2.2262 -2.7681 -5.5518 0.368 0.482 0.964 -0.197
C -2.3482 -2.9460 -6.9238 -0.321 0.837 0.033 -0.109
N -1.6407 -2.9201 -2.8693 -0.848 -1.187 0.621 0.047
H 1.0692 -2.9385 -3.2758 -0.519 0.869 0.124 0.102
H 0.5599 -1.4151 -2.3568 0.469 -0.650 0.048 0.063
H 1.1168 -1.2914 -3.9817 0.246 0.183 -0.595 0.069
H -1.2836 -1.0164 -3.6376 -0.431 0.225 0.108 0.124
H -0.2081 -3.3289 -5.2460 -0.742 0.569 -0.319 0.149
H -0.5320 -1.5847 -5.7632 -0.174 -0.867 0.148 0.133
H -1.9289 -2.0865 -7.5037 -0.249 -0.619 0.318 0.106
H -3.4184 -2.9871 -7.0214 -0.416 -0.183 -0.891 0.077
H -1.8871 -3.8793 -7.1776 0.320 -0.583 -0.702 0.082
H -1.2796 -3.9202 -2.7813 -0.278 1.909 -0.313 0.109
H -2.6312 -2.9844 -3.1839 1.175 0.007 0.044 0.098
C 4.9234 3.7638 0.3237 0.350 1.161 0.582 -0.061
C 5.5717 2.8320 1.4107 -0.368 -0.036 -1.618 -0.361
C 5.7976 3.6819 2.6941 0.406 -2.174 1.302 -0.237
O 6.7416 4.6951 2.4515 -0.156 0.601 0.342 -0.211
C 6.7808 5.7561 3.4445 -1.862 0.194 -2.168 -0.069
N 4.8357 1.5098 1.5859 0.824 2.318 3.485 0.057
H 5.5534 4.6719 0.2270 -0.028 -0.380 0.411 0.070
H 3.9301 4.1978 0.5756 0.388 -0.775 -0.082 0.067
H 4.9567 3.4240 -0.7118 -0.357 -0.749 0.162 0.054
H 6.5511 2.6014 0.9909 0.383 0.136 0.201 0.118
H 6.2634 3.0713 3.5445 -0.765 0.062 -1.019 0.136
H 4.8140 3.9786 3.0943 0.190 0.605 -0.294 0.122
H 6.0466 5.5991 4.2395 0.319 -0.200 0.114 0.080
H 6.4071 6.6324 2.8503 0.576 -0.268 0.888 0.099
H 7.7751 5.9228 3.8049 0.516 -0.089 0.212 0.070
H 5.2312 1.1303 2.4968 -0.959 0.220 -1.525 0.079
H 5.0202 0.8468 0.8732 0.466 -0.630 -1.021 -0.006
C 1.5171 2.5178 0.9448 0.330 -0.232 1.181 -0.051
C 1.8800 1.3423 0.0753 -1.539 -0.128 -1.392 -0.395
C 1.5579 0.0377 0.7304 0.213 -1.619 -0.158 -0.160
O 1.7086 -1.0789 -0.1977 -0.455 1.088 -0.651 -0.250
C 1.4707 -2.3434 0.3429 -0.339 -1.574 0.110 -0.122
N 1.1509 1.4664 -1.2328 0.328 -0.223 -0.751 0.056
H 1.7849 3.4126 0.4226 0.262 0.723 -0.127 0.043
H 2.0551 2.4558 1.9060 0.162 0.164 -0.459 0.083
H 0.4717 2.6117 1.2394 -0.315 -0.421 -0.422 0.080
H 2.9442 1.3504 -0.1370 0.108 0.274 -0.049 0.094
H 0.5266 0.0227 1.0743 -0.190 0.023 0.390 0.133
H 2.2958 -0.1318 1.5134 -0.194 0.045 0.378 0.107
H 2.1812 -2.5201 1.1340 0.277 -0.144 0.678 0.066
H 1.6739 -3.1802 -0.3914 -0.242 1.289 0.250 0.092
H 0.4393 -2.5423 0.7397 0.641 0.633 -0.395 0.090
H 1.0254 0.5572 -1.6829 0.647 0.081 0.220 0.054
H 0.1862 1.7825 -1.2225 -0.124 0.272 1.052 0.058
C 6.6327 -0.0098 -1.6111 0.910 1.140 -1.817 -0.067
C 5.1009 0.0976 -1.9025 1.341 0.490 1.431 -0.398
C 4.6916 -0.5865 -3.1834 -0.664 0.310 -0.357 -0.230
O 5.3429 -1.8280 -3.2288 -1.002 -1.234 -0.104 -0.229
C 4.5979 -2.8774 -3.8726 1.702 0.168 -0.862 -0.083
N 4.6041 -0.5935 -0.7016 -2.126 0.502 -0.218 0.032
H 6.8832 0.0842 -0.5483 -0.422 0.102 -0.268 0.063
H 7.2726 0.7589 -2.1697 -0.854 -1.081 0.534 0.094
H 6.9125 -1.0185 -1.9504 0.249 0.434 0.231 0.068
H 4.7462 1.1786 -1.9667 0.302 -1.268 0.503 0.143
H 4.9954 -0.0070 -4.0526 0.195 0.309 -0.262 0.122
H 3.5675 -0.6440 -3.2664 0.870 -0.274 0.386 0.128
H 5.4166 -3.6314 -4.1164 -1.360 0.715 0.080 0.105
H 4.1573 -2.4520 -4.8157 0.190 -0.723 0.732 0.097
H 3.8369 -3.3568 -3.2364 0.131 0.409 -0.081 0.075
H 3.5727 -0.5291 -0.7203 0.656 -0.525 0.240 0.049
H 4.8250 -1.5920 -0.7250 0.103 0.404 -0.263 0.095
C 2.1102 -1.5906 4.0012 0.267 -1.083 -0.241 -0.061
C 2.1656 -0.1167 4.2553 -1.431 -0.334 0.018 -0.471
C 1.1185 0.2129 5.2645 -0.119 -1.127 1.592 -0.247
O 1.0556 1.5426 5.5649 0.521 2.383 -0.302 -0.163
C -0.1908 2.0228 5.9219 -2.074 0.161 -0.497 -0.124
N 3.4642 0.3046 4.5905 1.302 0.035 -0.327 0.081
H 1.2993 -1.9297 3.3650 -0.216 0.308 -0.218 0.069
H 2.0453 -2.2607 4.8659 0.171 0.471 0.312 0.086
H 3.0321 -1.8213 3.4932 0.383 -0.469 -0.389 0.076
H 1.8826 0.3636 3.3339 -0.295 0.431 -0.409 0.102
H 1.2798 -0.3150 6.2187 0.433 -0.368 -0.057 0.140
H 0.1573 -0.1340 4.9714 -1.093 -0.428 -0.882 0.104
H -0.5230 1.6830 6.9082 0.128 -0.275 0.142 0.083
H -1.0235 1.6927 5.1877 1.260 0.452 0.839 0.101
H -0.2166 3.1262 5.9772 0.400 -0.500 -0.284 0.091
H 4.0532 -0.4189 4.9406 0.279 -0.265 0.475 0.072
H 3.5103 1.1435 5.1168 0.060 0.612 0.506 0.071
C -3.4751 3.3094 -0.3924 1.901 -0.009 1.273 -0.053
C -3.3906 1.7742 -0.2643 0.585 0.286 3.238 -0.469
C -4.7628 1.1527 -0.3685 -0.292 -0.047 -1.236 -0.218
O -4.6577 -0.2271 -0.0391 -0.697 -0.320 0.698 -0.210
C -5.8560 -0.9526 -0.3131 -0.608 0.175 1.425 -0.094
N -2.2623 1.2062 -0.9654 -0.663 1.319 -0.910 0.076
H -4.3406 3.7313 0.1330 0.115 -0.174 -0.251 0.072
H -3.4879 3.5763 -1.4345 -0.065 0.412 -0.506 0.055
H -2.5248 3.7681 0.1105 -1.643 -0.754 -1.103 0.101
H -3.1558 1.5888 0.8237 -0.104 0.213 -0.622 0.142
H -5.0909 1.2064 -1.4234 -0.238 0.125 0.110 0.120
H -5.4825 1.7602 0.2557 0.507 -0.975 -0.318 0.140
H -6.0200 -0.9497 -1.3572 -0.403 0.107 -1.366 0.060
H -6.7675 -0.5120 0.2007 1.034 -0.305 -0.459 0.108
H -5.8071 -2.0229 -0.0164 0.496 0.793 0.134 0.076
H -2.3604 1.4906 -1.9512 0.496 -1.059 0.251 0.062
H -2.0751 0.2273 -0.7505 -0.213 0.191 -0.470 0.041
```
Forces are in eV/Å.

E_HOMO = -8.3 eV
Energy above the lowest of the compared OMol25 structures with the same formula, charge and spin = 18.88 kJ/mol
HOMO-LUMO gap = 8.804 eV
Total energy = -3734.255044 hartree
Multiplicity = 1
E_LUMO = 0.0181 Ha